Record 1
{"formula": "C5H7N2O3", "method": "ωB97M-V/def2-TZVPD", "e_homo_ha": -0.1642, "smiles": "CC/N=C(\\[O-])NC(=O)C=O", "e_tot_ha": -530.03287, "lumo_energy_ev": 3.91, "orbital_gap_ha": 0.308, "total_charge": -1, "species": ["C", "C", "N", "C", "O", "N", "C", "O", "C", "O", "H", "H", "H", "H", "H", "H", "H"], "positions_angstrom": [[0.0318, -0.8029, 2.2721], [-0.9293, -0.0484, 1.3562], [-0.3830, 0.0098, 0.0373], [-1.1398, 0.1372, -1.0123], [-2.3604, 0.1898, -1.1549], [-0.3158, 0.1849, -2.1948], [1.0248, 0.2847, -2.1519], [1.7356, 0.2276, -3.1474], [1.5686, 0.6122, -0.7712], [2.4644, 0.0373, -0.1820], [-0.3449, -0.8374, 3.2930], [0.1596, -1.8193, 1.9044], [1.0038, -0.3171, 2.2524], [-1.9053, -0.5574, 1.3269], [-1.1032, 0.9657, 1.7540], [-0.7906, 0.0765, -3.0828], [1.2838, 1.6567, -0.4991]]}



Record 2
{"formula": "C5H7N2P", "method": "ωB97M-V/def2-TZVPD", "e_homo_ha": -0.2689, "e_tot_ha": -645.41039, "lumo_energy_ev": -0.33, "orbital_gap_ha": 0.257, "species": ["C", "C", "C", "C", "C", "N", "N", "P", "H", "H", "H", "H", "H", "H", "H"], "positions_angstrom": [[-0.1979, 0.4845, -0.9695], [0.3683, 1.8038, -0.3876], [0.7151, -0.5393, -0.3476], [-1.8930, -0.4848, 1.1632], [0.8780, -1.8223, -0.7581], [1.5462, 0.1575, 0.4952], [1.2918, 1.4212, 0.4630], [-2.0306, 0.4919, -0.2417], [-0.1502, 0.5798, -2.0020], [-0.4078, 2.5404, -0.2946], [-1.0033, -1.0825, 1.1355], [-2.5462, -0.5782, 1.9479], [0.0871, -2.5117, -1.0852], [1.5526, -2.4970, -0.1917], [1.7901, 2.0367, 1.0734]]}